# C19H27AuN5O11PS

C19H27AuN5O11PS as an isolated structure (the ωB97M-V functional and the def2-TZVPD basis, the OMol25 dataset).

Values from the calculation:
Spin multiplicity: 3
HOMO (spin up / spin down), eV: -7.1 / -7.1
Charge: 0
Lowest unoccupied orbital energy (spin up / spin down), eV: -1.442 / -2.833
Largest force on an atom, eV/A: 1.77
Kohn-Sham gap (spin up / spin down), eV: 5.6368 / 4.2461

Element x y z (Å)
Au 0.51 -0.59 -0.13
O 2.62 -1.70 2.90
C 2.68 -0.73 2.27
O -0.28 -0.20 2.15
C 2.76 0.48 1.54
O 3.27 1.46 2.10
O 2.31 0.43 0.31
O -4.16 -6.35 4.23
S -5.11 -7.13 3.46
O -6.49 -6.88 3.82
O -4.76 -8.54 3.38
C -4.96 -6.54 1.76
N -5.82 -7.05 0.88
C -5.70 -6.59 -0.37
C -4.77 -5.64 -0.74
C -3.92 -5.17 0.27
N -4.03 -5.64 1.52
C -2.89 -4.16 0.07
C -2.80 -3.36 -1.08
C -1.85 -2.38 -1.16
N -0.96 -2.14 -0.18
C -1.01 -2.94 0.92
C -1.94 -3.92 1.08
H -6.38 -7.01 -1.10
H -4.70 -5.30 -1.76
H -3.49 -3.48 -1.91
H -1.79 -1.73 -2.02
H -0.25 -2.76 1.68
H -1.97 -4.52 1.98
C -0.35 1.17 2.60
N -1.49 1.89 2.11
C -2.76 1.66 2.78
C -1.41 2.36 0.81
O -0.52 1.98 0.05
N -2.36 3.26 0.43
C -2.92 4.24 1.35
C -2.41 3.63 -0.97
H -0.38 1.17 3.69
H 0.56 1.64 2.25
H -1.04 -0.70 2.47
H -2.80 0.64 3.18
H -3.58 1.76 2.07
H -2.93 2.35 3.61
H -2.45 4.15 2.33
H -4.00 4.13 1.46
H -2.71 5.24 0.98
H -2.09 2.79 -1.58
H -1.75 4.48 -1.18
H -3.43 3.91 -1.23
C -1.19 0.39 -3.48
O 0.20 0.67 -3.31
P 1.17 -0.20 -2.37
O 1.43 -1.58 -3.09
C 2.09 -1.65 -4.38
O 2.51 0.58 -2.56
C 2.62 1.96 -2.12
H -1.55 1.09 -4.23
H -1.72 0.55 -2.54
H -1.34 -0.62 -3.84
H 1.93 -2.66 -4.75
H 3.16 -1.47 -4.25
H 1.67 -0.92 -5.06
H 3.63 2.08 -1.74
H 1.92 2.17 -1.32
H 2.45 2.60 -2.98